Molecular formula: C6H13NO2
Method: DFT, wB97M-V/def2-TZVPD

Values from the calculation:
Strongest force on any atom   2.19 eV/Å
Highest occupied orbital energy   -8.785 eV
Kohn-Sham gap   9.374 eV
Energy above the lowest of the compared OMol25 structures with the same formula, charge and spin   33.7 kcal/mol
SMILES   CCc1cc[nH]c1.O.O
Calculated total energy   -441.62623 hartree

CARTESIAN COORDINATES (ANGSTROEM)
1 C 0.49 0.39 -2.02
2 C 0.28 1.42 -0.88
3 C -0.22 0.71 0.35
4 C 0.16 -0.57 0.86
5 C -0.79 -0.96 1.80
6 N -1.80 -0.06 1.75
7 C -1.49 0.93 0.82
8 H 0.38 0.84 -3.01
9 H 1.48 -0.07 -1.98
10 H -0.29 -0.37 -1.94
11 H 1.23 1.89 -0.61
12 H -0.48 2.14 -1.17
13 H 1.09 -1.10 0.70
14 H -0.79 -1.92 2.29
15 H -2.72 -0.26 2.09
16 H -2.19 1.74 0.73
17 O 3.05 1.36 0.82
18 H 2.18 1.29 1.24
19 H 2.96 0.82 0.04
20 O -0.81 -2.90 -1.06
21 H -1.52 -2.85 -0.40
22 H -0.20 -2.50 -0.42



Molecular formula: C38H45BCl2F4N2O21P2
Method: DFT, wB97M-V/def2-TZVPD

Values from the calculation:
Strongest force on any atom   3.39 eV/Å
Highest occupied orbital energy   -8.343 eV
Kohn-Sham gap   6.381 eV
SMILES   COB(O)[C@@](COC(F)(F)F)([C@H](F)O[C@@H]([PH2]=N)[C@H](Cl)[C@H](C)Cl)N(CCCO)P(C)C.O=C1C=C(O)C(=O)C=C1O.O=C1C=C(O)C(=O)C=C1O.O=C1C=C(O)C(=O)C=C1O.O=C1C=C(O)C(=O)C=C1O
Calculated total energy   -5191.86187 hartree

CARTESIAN COORDINATES (ANGSTROEM)
1 C 2.33 4.57 -3.36
2 O 0.90 4.52 -3.62
3 B 0.31 3.31 -3.14
4 O 0.19 2.24 -4.11
5 C -0.26 3.12 -1.59
6 C -1.33 1.95 -1.66
7 O -1.88 1.56 -0.37
8 C -2.93 0.66 -0.48
9 F -2.88 -0.16 0.66
10 F -2.85 -0.20 -1.57
11 F -4.20 1.23 -0.48
12 C 0.99 2.61 -0.74
13 F 1.84 3.69 -0.34
14 O 1.77 1.69 -1.48
15 C 2.34 0.65 -0.65
16 P 1.68 -1.00 -1.33
17 N 0.22 -1.23 -0.71
18 C 3.95 0.74 -0.85
19 Cl 4.31 0.99 -2.64
20 C 4.71 -0.56 -0.29
21 C 6.04 -0.09 0.48
22 Cl 5.30 -1.64 -1.68
23 N -0.78 4.45 -1.19
24 C -1.15 4.55 0.25
25 C -0.36 5.76 0.98
26 C -1.34 6.82 1.67
27 O -1.12 8.19 1.25
28 P -2.00 5.06 -2.30
29 C -3.72 4.34 -1.96
30 C -2.18 6.90 -1.82
31 H 2.72 3.70 -2.74
32 H 2.86 4.58 -4.37
33 H 2.54 5.59 -2.87
34 H 0.55 1.42 -3.72
35 H -0.78 1.03 -2.06
36 H -2.16 2.13 -2.43
37 H 0.57 2.15 0.22
38 H 2.16 0.78 0.46
39 H 2.54 -2.10 -1.01
40 H 1.60 -0.86 -2.75
41 H 0.21 -2.14 -0.22
42 H 4.39 1.64 -0.29
43 H 4.08 -1.19 0.42
44 H 6.88 -0.84 0.41
45 H 5.83 0.19 1.57
46 H 6.41 0.85 -0.06
47 H -2.25 4.82 0.34
48 H -0.99 3.60 0.85
49 H 0.37 5.38 1.77
50 H 0.26 6.29 0.19
51 H -2.45 6.61 1.48
52 H -1.22 6.81 2.80
53 H -0.36 8.26 0.65
54 H -4.49 5.15 -1.74
55 H -4.05 3.82 -2.93
56 H -3.67 3.55 -1.15
57 H -2.46 7.55 -2.70
58 H -1.14 7.24 -1.47
59 H -2.85 7.05 -0.91
60 O 3.11 3.71 -6.00
61 C 2.69 3.56 -7.14
62 C 3.58 3.19 -8.24
63 C 3.11 3.04 -9.48
64 O 3.92 2.69 -10.51
65 C 1.67 3.26 -9.80
66 O 1.28 3.14 -10.94
67 C 0.77 3.62 -8.69
68 C 1.24 3.76 -7.45
69 O 0.42 4.08 -6.43
70 H 4.63 3.03 -8.01
71 H 3.34 2.66 -11.30
72 H -0.27 3.76 -8.93
73 H 0.98 4.13 -5.63
74 O -2.07 -4.23 5.92
75 C -1.68 -3.97 4.79
76 C -2.57 -4.00 3.63
77 C -2.10 -3.73 2.41
78 O -2.90 -3.75 1.32
79 C -0.66 -3.39 2.19
80 O -0.26 -3.17 1.06
81 C 0.22 -3.34 3.35
82 C -0.25 -3.61 4.57
83 O 0.55 -3.57 5.67
84 H -3.61 -4.24 3.80
85 H -2.33 -3.52 0.56
86 H 1.26 -3.08 3.18
87 H -0.02 -3.80 6.42
88 O 5.30 -8.06 3.94
89 C 4.92 -6.96 3.57
90 C 4.10 -6.77 2.37
91 C 3.72 -5.55 1.99
92 O 2.96 -5.36 0.89
93 C 4.13 -4.34 2.76
94 O 3.79 -3.23 2.37
95 C 4.94 -4.52 3.97
96 C 5.31 -5.75 4.35
97 O 6.05 -5.94 5.47
98 H 3.81 -7.66 1.82
99 H 2.82 -4.39 0.83
100 H 5.21 -3.64 4.52
101 H 6.19 -6.91 5.52
102 O -5.19 -4.35 5.34
103 C -6.10 -5.14 5.51
104 C -6.82 -5.76 4.40
105 C -7.82 -6.62 4.63
106 O -8.50 -7.21 3.61
107 C -8.24 -6.97 6.01
108 O -9.17 -7.74 6.19
109 C -7.50 -6.37 7.13
110 C -6.50 -5.51 6.90
111 O -5.80 -4.95 7.91
112 H -6.51 -5.50 3.39
113 H -9.17 -7.77 4.04
114 H -7.80 -6.64 8.13
115 H -5.14 -4.37 7.49



Molecular formula: C5H6PS
Method: DFT, wB97M-V/def2-TZVPD

Values from the calculation:
Total charge   -1
Strongest force on any atom   4.44 eV/Å
Highest occupied orbital energy   -2.562 eV
Kohn-Sham gap   6.305 eV
Energy above the lowest of the compared OMol25 structures with the same formula, charge and spin   12.9 kcal/mol
SMILES   CC1=CC=P([S-])=C1
Calculated total energy   -933.65100 hartree

CARTESIAN COORDINATES (ANGSTROEM)
1 C -0.21 0.54 -1.05
2 C -0.23 -0.34 0.09
3 C 0.73 -0.15 1.08
4 C 0.73 -1.00 2.12
5 P -0.62 -2.28 2.00
6 S -1.82 -2.19 3.60
7 C -1.20 -1.25 0.34
8 H -0.34 -0.05 -1.93
9 H 0.71 1.16 -1.05
10 H -1.14 1.32 -0.98
11 H 1.32 0.63 0.93
12 H 1.58 -0.87 2.83
13 H -1.79 -1.67 -0.40



Molecular formula: C4H6F3N3O4
Method: DFT, wB97M-V/def2-TZVPD

Values from the calculation:
Strongest force on any atom   4.58 eV/Å
Highest occupied orbital energy   -9.698 eV
Kohn-Sham gap   9.264 eV
Energy above the lowest of the compared OMol25 structures with the same formula, charge and spin   0.0 kcal/mol
SMILES   O=C(O)C(F)(F)F.NNC(=O)/C=N/O
Calculated total energy   -920.72859 hartree

CARTESIAN COORDINATES (ANGSTROEM)
1 O -2.38 -1.22 0.37
2 C -1.78 -0.46 -0.32
3 O -1.64 -0.59 -1.62
4 C -1.68 1.08 0.21
5 F -0.97 1.92 -0.60
6 F -2.92 1.51 0.24
7 F -1.17 1.23 1.43
8 H -1.01 0.02 -2.04
9 N 2.61 1.80 0.00
10 N 2.06 0.58 0.37
11 C 1.06 -0.05 -0.32
12 O 0.87 0.22 -1.52
13 C 0.27 -1.08 0.34
14 N -0.04 -2.18 -0.26
15 O -0.54 -3.23 0.42
16 H 3.58 1.74 -0.19
17 H 1.92 2.22 -0.71
18 H 2.17 0.44 1.31
19 H 0.17 -0.97 1.52
20 H -0.58 -2.98 1.37